Entry 1:
284
Properties=species:S:1:pos:R:3 method="wB97M-V/def2-TZVPD" relative_energy_kj_mol=0.00 homo_ev=-8.26 total_energy_ha=-5141.03607 spin_multiplicity=1 largest_force_ev_per_a=2.30
C 4.071 3.626 0.913
C 3.033 3.346 1.932
C 1.645 3.014 1.342
O 1.132 4.182 0.730
C -0.024 3.906 0.014
N 3.443 2.121 2.797
H 3.720 4.369 0.214
H 4.331 2.705 0.381
H 4.905 4.107 1.412
H 2.927 4.273 2.487
H 0.937 2.741 2.129
H 1.778 2.156 0.692
H -0.664 3.216 0.564
H 0.160 3.472 -0.980
H -0.584 4.819 -0.167
H 4.323 2.284 3.262
H 2.762 2.130 3.553
C -6.051 1.318 -3.362
C -6.251 0.161 -2.410
C -7.255 -0.850 -2.980
O -8.488 -0.229 -3.299
C -9.377 -1.084 -3.978
N -4.935 -0.487 -2.098
H -5.629 0.895 -4.278
H -5.282 1.985 -2.976
H -6.965 1.892 -3.497
H -6.680 0.497 -1.439
H -7.487 -1.577 -2.205
H -6.777 -1.289 -3.865
H -8.934 -1.410 -4.939
H -10.284 -0.504 -4.020
H -9.485 -2.031 -3.443
H -4.600 -0.964 -2.940
H -4.273 0.283 -1.937
C 5.346 -2.763 -4.856
C 4.106 -3.290 -4.207
C 4.290 -2.984 -2.696
O 5.417 -3.741 -2.258
C 5.814 -3.603 -0.893
N 2.865 -2.689 -4.774
H 5.284 -2.947 -5.931
H 6.232 -3.282 -4.476
H 5.475 -1.687 -4.648
H 4.076 -4.366 -4.379
H 3.391 -3.298 -2.121
H 4.477 -1.901 -2.516
H 6.118 -2.591 -0.690
H 6.686 -4.233 -0.837
H 5.006 -3.980 -0.274
H 2.833 -3.018 -5.736
H 2.948 -1.682 -4.872
C 3.204 -10.399 2.510
C 4.407 -9.445 2.492
C 3.908 -8.088 2.131
O 4.994 -7.164 2.204
C 4.681 -5.896 1.690
N 5.064 -9.494 3.795
H 2.752 -10.427 1.509
H 2.435 -10.081 3.247
H 3.455 -11.429 2.755
H 5.143 -9.768 1.753
H 3.007 -7.871 2.724
H 3.534 -8.101 1.099
H 5.606 -5.445 1.387
H 4.127 -5.311 2.453
H 4.074 -5.967 0.787
H 4.441 -9.188 4.526
H 5.830 -8.816 3.829
C 1.415 -6.050 -0.596
O 0.263 -5.536 -1.237
C 0.583 -4.541 -2.202
C -0.663 -4.135 -2.955
N -0.410 -2.892 -3.664
C -1.486 -2.502 -4.584
C -1.670 -3.498 -5.775
O -0.489 -3.741 -6.487
C 0.008 -2.583 -7.203
H 2.170 -6.392 -1.339
H 1.092 -6.922 -0.040
H 1.874 -5.269 -0.002
H 1.283 -4.956 -2.939
H 1.061 -3.659 -1.744
H -1.435 -3.947 -2.203
H -1.030 -4.957 -3.597
H 0.469 -2.917 -4.178
H -1.193 -1.490 -4.921
H -2.421 -2.458 -4.035
H -2.443 -3.084 -6.393
H -1.932 -4.476 -5.370
H 0.635 -2.953 -8.002
H 0.520 -1.895 -6.524
H -0.829 -2.002 -7.611
C -7.126 5.120 -3.491
O -6.470 5.826 -4.511
C -7.249 6.890 -5.046
C -6.344 7.730 -5.932
N -5.395 8.557 -5.229
C -4.461 7.821 -4.396
C -3.355 8.741 -3.898
O -3.895 9.648 -2.922
C -2.886 10.329 -2.182
H -6.516 4.265 -3.238
H -8.122 4.810 -3.809
H -7.149 5.658 -2.523
H -7.680 7.457 -4.219
H -8.045 6.465 -5.675
H -6.928 8.343 -6.610
H -5.786 6.976 -6.503
H -5.834 9.323 -4.748
H -4.009 6.997 -4.953
H -4.900 7.367 -3.510
H -3.021 9.388 -4.720
H -2.558 8.165 -3.423
H -2.281 10.856 -2.916
H -2.336 9.570 -1.657
H -3.414 10.984 -1.524
C -8.716 5.925 1.436
O -7.590 6.418 0.722
C -6.643 7.016 1.643
C -5.410 7.480 0.892
N -4.867 6.427 0.046
C -3.643 6.918 -0.587
C -2.973 5.801 -1.346
O -3.999 5.267 -2.247
C -3.473 4.317 -3.215
H -9.437 5.476 0.738
H -9.194 6.766 1.949
H -8.342 5.211 2.168
H -6.435 6.388 2.496
H -7.105 7.920 2.064
H -4.684 7.863 1.594
H -5.710 8.276 0.236
H -5.516 6.227 -0.708
H -2.976 7.282 0.203
H -3.958 7.666 -1.302
H -2.595 5.048 -0.648
H -2.187 6.202 -1.991
H -4.254 4.228 -3.967
H -3.250 3.365 -2.713
H -2.525 4.700 -3.572
C -0.800 -10.965 4.569
O -1.071 -9.608 4.243
C -1.096 -9.361 2.856
C -1.210 -7.836 2.664
N -0.109 -7.123 3.335
C -0.229 -5.734 2.915
C 0.851 -4.877 3.546
O 0.465 -4.687 4.961
C 1.530 -4.013 5.660
H -1.559 -11.681 4.264
H -0.672 -11.021 5.648
H 0.077 -11.306 4.008
H -2.044 -9.756 2.460
H -0.189 -9.770 2.405
H -2.172 -7.542 3.086
H -1.263 -7.622 1.606
H -0.200 -7.176 4.359
H -1.171 -5.262 3.248
H -0.215 -5.672 1.811
H 0.865 -3.879 3.099
H 1.830 -5.347 3.484
H 2.482 -4.548 5.475
H 1.351 -4.014 6.732
H 1.639 -3.055 5.172
C 1.816 0.040 -2.840
O 3.056 0.529 -3.227
C 3.841 0.974 -2.157
C 5.152 1.527 -2.727
N 4.952 2.397 -3.854
C 6.224 2.644 -4.432
C 6.175 3.572 -5.587
O 5.081 3.196 -6.436
C 4.995 4.054 -7.543
H 1.125 0.841 -2.537
H 1.904 -0.625 -1.982
H 1.331 -0.524 -3.647
H 4.088 0.161 -1.461
H 3.312 1.731 -1.569
H 5.846 0.709 -2.965
H 5.663 2.051 -1.932
H 4.282 1.953 -4.462
H 6.696 1.689 -4.765
H 6.957 3.049 -3.739
H 7.074 3.524 -6.201
H 5.924 4.558 -5.127
H 5.908 3.990 -8.121
H 4.677 5.063 -7.262
H 4.212 3.638 -8.173
C -4.453 2.535 0.156
O -3.479 1.796 -0.593
C -2.849 0.855 0.195
C -1.705 0.173 -0.529
N -1.017 -0.739 0.365
C 0.298 -0.983 -0.131
C 0.997 -1.980 0.809
O 2.317 -2.323 0.358
C 3.247 -1.939 1.395
H -4.649 3.439 -0.424
H -4.031 2.791 1.129
H -5.343 1.887 0.306
H -3.589 0.096 0.489
H -2.408 1.327 1.091
H -1.042 0.977 -0.870
H -2.038 -0.414 -1.402
H -1.565 -1.592 0.459
H 0.870 -0.056 -0.209
H 0.232 -1.448 -1.134
H 0.441 -2.921 0.847
H 1.053 -1.562 1.814
H 3.160 -0.880 1.584
H 4.183 -2.365 1.060
H 3.000 -2.376 2.378
C -3.320 -3.805 1.556
O -2.150 -3.159 2.129
C -2.459 -2.687 3.466
C -1.283 -1.928 3.992
N -1.291 -0.550 3.506
C -0.060 0.174 3.731
C 0.079 0.488 5.223
O 1.075 1.457 5.396
C 1.361 1.774 6.754
H -3.759 -4.495 2.288
H -3.045 -4.431 0.719
H -4.045 -3.067 1.277
H -2.666 -3.572 4.071
H -3.287 -2.001 3.369
H -0.466 -2.459 3.509
H -1.072 -1.992 5.060
H -1.401 -0.584 2.500
H -0.204 1.159 3.301
H 0.829 -0.372 3.387
H 0.338 -0.440 5.745
H -0.924 0.762 5.582
H 2.224 2.434 6.746
H 1.684 0.904 7.361
H 0.505 2.238 7.231
C -6.398 1.155 2.871
O -5.273 1.862 3.279
C -4.372 1.129 4.104
C -3.158 1.998 4.436
N -3.565 3.122 5.267
C -2.493 3.782 5.955
C -1.380 4.303 5.067
O -1.955 5.300 4.228
C -1.324 5.350 2.957
H -6.997 1.848 2.293
H -7.070 0.876 3.682
H -6.120 0.226 2.362
H -3.991 0.258 3.554
H -4.955 0.844 4.966
H -2.741 2.330 3.478
H -2.414 1.381 4.925
H -4.144 3.809 4.773
H -2.067 3.007 6.597
H -2.866 4.533 6.644
H -0.950 3.495 4.463
H -0.631 4.806 5.667
H -1.866 6.096 2.367
H -1.370 4.349 2.517
H -0.281 5.692 3.096
C 8.197 2.289 0.052
O 8.154 1.083 0.816
C 6.825 0.748 1.280
C 6.929 -0.447 2.219
N 7.439 -1.590 1.469
C 7.539 -2.806 2.292
C 8.589 -2.788 3.326
O 9.794 -2.829 2.614
C 10.905 -2.691 3.501
H 7.672 2.205 -0.900
H 9.222 2.516 -0.256
H 7.760 3.121 0.624
H 6.300 0.413 0.384
H 6.397 1.586 1.832
H 5.911 -0.698 2.510
H 7.626 -0.151 3.043
H 8.383 -1.355 1.121
H 7.723 -3.636 1.613
H 6.560 -2.971 2.760
H 8.433 -3.541 4.106
H 8.486 -1.895 3.957
H 10.796 -1.874 4.193
H 11.747 -2.411 2.905
H 11.022 -3.610 4.105

Entry 2:
27
Properties=species:S:1:pos:R:3 method="wB97M-V/def2-TZVPD" relative_energy_kj_mol=250.25 homo_ev=-7.83 total_energy_ha=-825.78354 spin_multiplicity=1 largest_force_ev_per_a=4.22
C -0.076 1.339 0.969
C 1.129 0.787 0.176
C -0.946 -2.284 -0.362
C -2.175 -1.467 -0.599
C -1.553 1.410 0.432
C 1.933 -0.343 0.795
C 1.067 -1.590 0.743
C -1.669 1.900 -0.955
C 3.216 -0.623 0.092
O 0.248 -1.556 -0.249
S -2.458 -0.218 0.763
H 0.059 0.855 1.960
H 0.055 2.455 1.171
H 0.854 0.514 -0.877
H 1.765 1.652 -0.083
H -1.189 -3.076 0.384
H -0.778 -2.690 -1.350
H -2.077 -0.834 -1.523
H -3.097 -2.055 -0.543
H -2.091 1.931 1.262
H 1.949 -0.232 1.848
H -2.691 2.030 -1.165
H -1.244 1.132 -1.599
H -0.942 2.682 -1.036
H 3.647 -1.552 0.409
H 4.003 0.248 0.255
H 3.061 -0.417 -0.918

Entry 3:
7
Properties=species:S:1:pos:R:3 method="wB97M-V/def2-TZVPD" relative_energy_kj_mol=172.34 homo_ev=-9.02 total_energy_ha=-1395.89022 spin_multiplicity=1 largest_force_ev_per_a=5.34
C -0.824 0.313 0.620
C 0.763 0.291 -0.494
S 0.035 1.787 -0.019
Cl -2.254 -0.237 -0.125
Cl 2.239 -0.216 0.093
H -0.332 -0.009 1.500
H 0.403 0.011 -1.399

Entry 4:
47
Properties=species:S:1:pos:R:3 method="wB97M-V/def2-TZVPD" relative_energy_kj_mol=43.15 total_charge=-1 homo_ev=-3.27 total_energy_ha=-2258.90852 spin_multiplicity=1 largest_force_ev_per_a=1.25
Pd 0.487 0.663 1.069
N -4.094 1.827 0.169
C -2.591 1.635 0.216
C -1.970 2.217 -1.051
P -2.112 2.641 1.754
O -0.941 3.624 1.198
O -3.351 3.483 1.929
O -1.559 1.789 2.831
P -2.388 -0.240 0.311
O -2.046 -0.618 -1.218
O -3.791 -0.698 0.606
O -1.249 -0.683 1.184
H -4.264 2.550 0.921
H -4.471 0.867 0.383
H -4.404 2.155 -0.739
H -2.128 3.296 -1.100
H -2.373 1.727 -1.940
H -0.895 2.033 -1.018
H -0.112 3.127 1.314
H -1.103 -0.863 -1.331
C 0.193 -2.790 -4.339
P 0.240 -1.076 -3.774
C -1.060 -0.233 -4.697
C 1.796 -0.408 -4.396
O 0.096 -0.933 -2.307
H 0.297 -2.868 -5.422
H -0.755 -3.228 -4.028
H 1.000 -3.339 -3.853
H -0.969 -0.379 -5.774
H -1.013 0.832 -4.465
H -2.021 -0.611 -4.350
H 1.881 -0.509 -5.479
H 2.619 -0.935 -3.912
H 1.854 0.644 -4.117
N 2.213 1.426 0.656
C 3.221 1.994 0.603
C 4.467 2.677 0.470
C 4.522 3.917 -0.172
C 5.734 4.574 -0.304
C 6.898 4.009 0.199
C 6.845 2.779 0.841
C 5.640 2.112 0.979
H 3.610 4.354 -0.556
H 5.767 5.536 -0.801
H 7.843 4.528 0.096
H 7.749 2.335 1.239
H 5.591 1.155 1.480

Entry 5:
20
Properties=species:S:1:pos:R:3 method="wB97M-V/def2-TZVPD" smiles="C/C=C(/C)O.C=CC#N" relative_energy_kj_mol=281.62 homo_ev=-8.35 total_energy_ha=-403.22670 spin_multiplicity=1 largest_force_ev_per_a=5.90
C -0.248 -0.767 -2.386
C 0.558 -0.907 -1.163
C 0.165 -1.064 0.119
C 1.267 -1.363 1.150
O -1.175 -1.127 0.484
H 0.260 -1.405 -3.264
H -1.265 -0.961 -2.244
H -0.226 0.253 -2.669
H 1.632 -0.879 -1.166
H 2.177 -0.897 0.754
H 1.568 -2.452 1.233
H 0.969 -1.023 2.175
H -1.111 -1.482 1.366
C -1.638 2.026 0.404
C -0.301 2.191 0.492
C 0.425 1.905 1.653
N 1.095 1.481 2.479
H -2.175 2.261 -0.403
H -2.186 1.555 1.300
H 0.209 2.654 -0.315

Entry 6:
12
Properties=species:S:1:pos:R:3 method="wB97M-V/def2-TZVPD" relative_energy_kj_mol=508.78 homo_ev="-8.93 / -8.93" total_energy_ha=-298.65512 spin_multiplicity=1 largest_force_ev_per_a=3.52
C -0.942 1.083 1.599
C -0.539 0.546 0.256
N 0.626 -1.883 -0.994
N 0.673 0.390 -0.042
N 1.158 -1.437 -2.028
N 1.373 -0.362 -2.443
H 1.180 -2.562 -0.479
H -1.366 0.251 -0.402
H 1.010 0.327 -1.253
H -1.542 1.987 1.468
H -0.065 1.310 2.199
H -1.565 0.351 2.119